Record 1
{"formula": "C34H55As2O3PRuSi4", "method": "ωB97M-V/def2-TZVPD", "lumo_energy_ev": [-3.9, -4.2], "homo_energy_ev": [-10.258, -10.616], "total_energy_ha": -7619.931989, "multiplicity": 2, "de_lowest_ev": 0.000, "total_charge": 1, "species": ["Ru", "C", "As", "C", "C", "C", "C", "C", "C", "C", "As", "C", "C", "H", "H", "H", "H", "H", "H", "H", "H", "H", "H", "H", "H", "H", "H", "H", "H", "O", "C", "O", "C", "P", "C", "C", "C", "C", "C", "C", "C", "C", "C", "C", "C", "C", "H", "H", "H", "H", "H", "H", "H", "H", "H", "H", "H", "H", "O", "C", "C", "Si", "C", "C", "Si", "Si", "C", "C", "C", "Si", "C", "C", "C", "H", "H", "H", "H", "H", "H", "H", "H", "H", "H", "H", "H", "H", "H", "H", "H", "H", "H", "H", "H", "H", "H", "H", "H", "H", "H", "H"], "xyz": [[-0.302, -0.551, 0.256], [-0.872, 1.848, 2.972], [-1.119, 1.564, 1.086], [-3.002, 1.978, 0.950], [-0.290, 3.198, 0.371], [0.380, 4.011, 1.289], [0.917, 5.230, 0.908], [0.790, 5.658, -0.403], [0.154, 4.842, -1.322], [-0.383, 3.609, -0.956], [-1.232, 2.520, -2.344], [-2.537, 3.840, -2.951], [0.140, 2.772, -3.728], [-1.120, 2.883, 3.194], [0.145, 1.613, 3.283], [-1.569, 1.202, 3.491], [-3.140, 2.974, 1.369], [-3.572, 1.249, 1.527], [-3.336, 1.958, -0.084], [0.518, 3.696, 2.311], [1.433, 5.839, 1.638], [1.189, 6.616, -0.710], [0.071, 5.177, -2.349], [-2.041, 4.718, -3.361], [-3.153, 4.144, -2.105], [-3.178, 3.398, -3.713], [-0.071, 3.663, -4.318], [0.165, 1.909, -4.388], [1.114, 2.882, -3.257], [1.587, -0.154, 3.589], [1.248, -0.897, 2.696], [1.450, -0.676, 1.414], [0.462, -2.178, 2.954], [-1.158, -1.927, 2.139], [-2.168, -1.331, 3.548], [-1.571, -0.758, 4.671], [-2.349, -0.364, 5.750], [-3.726, -0.519, 5.716], [-4.329, -1.078, 4.599], [-3.556, -1.486, 3.523], [-1.778, -3.638, 1.953], [-1.997, -4.388, 3.109], [-2.406, -5.709, 3.019], [-2.603, -6.295, 1.776], [-2.393, -5.555, 0.622], [-1.981, -4.235, 0.715], [0.364, -2.403, 4.013], [0.949, -3.007, 2.454], [-0.500, -0.605, 4.714], [-1.870, 0.062, 6.622], [-4.327, -0.212, 6.562], [-5.403, -1.208, 4.567], [-4.038, -1.954, 2.678], [-1.850, -3.941, 4.084], [-2.572, -6.282, 3.922], [-2.917, -7.328, 1.709], [-2.546, -6.007, -0.350], [-1.811, -3.660, -0.188], [1.749, 0.952, -1.369], [0.874, 0.520, -0.794], [-1.266, -2.862, -5.100], [-0.817, -1.289, -4.175], [0.904, -0.769, -4.744], [-2.029, 0.009, -4.800], [-0.943, -1.522, -1.749], [-3.396, -1.614, -1.636], [-4.057, -1.787, 0.101], [-3.946, -3.058, -2.696], [-4.106, 0.009, -2.235], [0.848, -3.226, -1.459], [0.073, -4.580, -2.499], [1.371, -3.885, 0.194], [2.404, -2.450, -2.125], [-1.618, -2.554, -6.088], [-2.050, -3.457, -4.639], [-0.402, -3.509, -5.245], [0.821, -0.137, -5.631], [1.501, -1.638, -5.027], [1.464, -0.210, -3.994], [-1.616, 0.460, -5.705], [-2.242, 0.803, -4.092], [-2.979, -0.457, -5.070], [-3.972, -2.790, 0.510], [-5.116, -1.514, 0.104], [-3.531, -1.095, 0.759], [-3.323, -3.943, -2.553], [-3.933, -2.801, -3.755], [-4.972, -3.331, -2.434], [-3.510, 0.849, -1.882], [-5.115, 0.107, -1.826], [-4.172, 0.084, -3.316], [-1.017, -4.588, -2.455], [0.431, -5.541, -2.123], [0.362, -4.498, -3.544], [0.612, -4.430, 0.750], [1.745, -3.054, 0.788], [2.211, -4.563, 0.015], [2.356, -2.138, -3.163], [3.213, -3.179, -2.029], [2.672, -1.584, -1.516]]}

Record 2
{"formula": "C20H55ClN5O9", "method": "ωB97M-V/def2-TZVPD", "lumo_energy_ev": 2.8, "homo_energy_ev": -6.062, "total_energy_ha": -2205.776711, "de_lowest_ev": 2.670, "total_charge": -1, "species": ["Cl", "O", "O", "O", "O", "C", "C", "C", "O", "C", "N", "H", "H", "H", "H", "H", "H", "H", "H", "H", "H", "H", "C", "C", "C", "O", "C", "N", "H", "H", "H", "H", "H", "H", "H", "H", "H", "H", "H", "C", "C", "C", "O", "C", "N", "H", "H", "H", "H", "H", "H", "H", "H", "H", "H", "H", "C", "C", "C", "O", "C", "N", "H", "H", "H", "H", "H", "H", "H", "H", "H", "H", "H", "C", "C", "C", "O", "C", "N", "H", "H", "H", "H", "H", "H", "H", "H", "H", "H", "H"], "xyz": [[-0.684, 0.491, -0.863], [-1.943, 0.003, -0.510], [-0.310, 0.190, -2.239], [-0.457, 1.898, -0.637], [0.250, -0.266, -0.076], [-3.465, 4.157, 4.110], [-3.176, 3.563, 2.754], [-2.739, 2.121, 2.594], [-3.862, 1.238, 2.601], [-3.555, -0.125, 2.909], [-4.376, 3.827, 1.984], [-4.302, 3.747, 4.674], [-3.575, 5.238, 4.029], [-2.600, 4.023, 4.760], [-2.374, 4.166, 2.327], [-2.030, 1.963, 3.406], [-2.281, 2.005, 1.612], [-3.330, -0.608, 1.958], [-4.357, -0.695, 3.378], [-2.692, -0.343, 3.539], [-4.843, 4.620, 2.399], [-4.079, 4.286, 1.135], [3.194, 1.223, 2.212], [4.406, 0.369, 1.869], [4.081, -1.110, 1.732], [5.171, -1.882, 1.242], [4.789, -3.227, 1.072], [5.132, 0.807, 0.686], [2.761, 0.843, 3.138], [2.444, 1.092, 1.432], [3.390, 2.294, 2.251], [5.157, 0.492, 2.650], [3.217, -1.240, 1.082], [3.829, -1.471, 2.729], [5.740, -3.743, 0.940], [4.042, -3.336, 0.286], [4.236, -3.605, 1.932], [4.493, 1.091, -0.043], [5.539, 1.671, 1.015], [3.304, -6.513, -2.021], [3.407, -5.580, -0.875], [1.986, -5.007, -0.616], [1.643, -4.163, -1.709], [0.490, -3.387, -1.532], [3.982, -6.315, 0.287], [2.542, -7.272, -1.848], [4.146, -7.202, -2.089], [3.117, -6.069, -2.999], [4.117, -4.784, -1.102], [1.992, -4.372, 0.270], [1.263, -5.815, -0.502], [0.668, -2.766, -0.654], [-0.404, -4.009, -1.570], [0.393, -2.799, -2.445], [4.822, -6.754, -0.059], [3.361, -7.100, 0.423], [4.696, 2.737, -2.622], [3.310, 3.124, -2.134], [2.192, 2.898, -3.213], [2.450, 3.592, -4.485], [1.205, 3.686, -5.145], [3.071, 2.510, -0.844], [5.446, 2.890, -1.846], [4.963, 3.240, -3.551], [4.825, 1.708, -2.956], [3.353, 4.199, -1.958], [1.310, 3.302, -2.715], [1.950, 1.850, -3.391], [1.263, 4.273, -6.062], [0.505, 4.294, -4.571], [0.799, 2.687, -5.304], [3.315, 3.184, -0.132], [2.078, 2.391, -0.701], [-5.273, 0.466, -2.162], [-5.676, 0.806, -0.743], [-5.946, -0.417, 0.139], [-6.317, 0.020, 1.432], [-6.932, -0.979, 2.190], [-4.641, 1.678, -0.179], [-5.985, -0.226, -2.612], [-4.427, -0.201, -1.995], [-5.062, 1.315, -2.812], [-6.615, 1.349, -0.853], [-5.052, -1.027, 0.268], [-6.733, -1.070, -0.237], [-7.310, -0.627, 3.150], [-6.241, -1.739, 2.556], [-7.787, -1.469, 1.725], [-4.586, 2.497, -0.767], [-3.814, 1.195, -0.500]]}

Record 3
{"formula": "C2H4N2O2", "method": "ωB97M-V/def2-TZVPD", "smiles": "[H]/N=C1\\NOCO1", "lumo_energy_ev": 0.7, "homo_energy_ev": -10.069, "total_energy_ha": -338.518142, "de_lowest_ev": 3.675, "total_charge": 0, "species": ["H", "N", "C", "N", "O", "C", "O", "H", "H", "H"], "xyz": [[2.580, 0.636, -0.167], [2.104, -0.239, -0.181], [0.874, -0.071, -0.092], [0.123, 1.177, -0.127], [-1.240, 0.693, -0.377], [-1.244, -0.656, 0.024], [0.071, -1.132, -0.210], [0.083, 1.708, 0.734], [-1.451, -0.822, 1.068], [-1.901, -1.295, -0.670]]}